No. 1
71
Properties=species:S:1:pos:R:3 method="wB97M-V/def2-TZVPD" e_homo_ev="-2.315 / -6.485" relative_energy_ev=0.000 total_energy_ev=-107219.1259 lumo_ev="2.09 / 2.07" charge=-1 s_squared=3.75 spin_multiplicity=4
Pt 0.793 -1.125 1.467
B 0.754 0.856 4.321
F 0.891 -0.172 3.414
F 0.643 0.409 5.601
F 1.805 1.741 4.137
F -0.410 1.546 4.033
B -0.520 0.717 -0.154
F 0.238 1.225 -1.204
F 0.173 0.803 1.004
F -1.670 1.412 -0.016
F -0.687 -0.663 -0.356
O -1.443 -0.880 2.173
S -2.892 -0.840 2.402
O -3.798 -1.441 1.432
O -3.250 -1.435 3.917
C -4.571 -1.725 4.244
C -4.691 -3.244 4.099
C -3.539 0.928 2.608
H -5.392 -1.168 3.791
H -4.678 -1.436 5.289
H -5.463 -3.695 4.722
H -3.795 -3.726 4.489
H -4.977 -3.311 3.049
H -4.613 0.768 2.521
H -3.215 1.659 1.867
H -3.227 1.367 3.556
O -4.598 1.852 -4.656
S -4.045 1.486 -3.354
O -4.806 1.766 -2.136
O -3.674 -0.096 -3.407
C -3.031 -0.732 -2.309
C -3.496 -2.211 -2.382
C -2.374 2.173 -3.164
H -3.285 -0.409 -1.299
H -1.954 -0.632 -2.441
H -3.156 -2.832 -1.553
H -3.233 -2.704 -3.318
H -4.582 -2.298 -2.357
H -2.411 3.133 -3.679
H -1.677 1.553 -3.728
H -2.132 2.208 -2.102
O 2.744 0.113 1.435
S 3.549 1.308 1.535
O 4.373 1.639 2.671
O 4.646 1.067 0.280
C 5.730 1.924 0.160
C 6.580 1.495 -1.086
C 2.649 2.784 0.856
H 6.432 1.914 0.994
H 5.533 2.995 0.118
H 7.587 1.912 -1.063
H 6.150 1.749 -2.055
H 6.626 0.406 -1.083
H 1.715 2.966 1.386
H 2.388 2.417 -0.137
H 3.320 3.637 0.958
O 1.762 -4.008 -1.444
S 1.896 -2.539 -1.606
O 1.685 -1.636 -0.445
O 3.294 -2.222 -2.365
C 3.938 -0.970 -2.010
C 3.219 0.226 -2.734
C 0.750 -2.020 -3.000
H 4.970 -1.087 -2.339
H 3.838 -0.623 -0.982
H 3.131 0.027 -3.802
H 3.850 1.115 -2.745
H 2.227 0.422 -2.328
H 0.780 -2.770 -3.790
H 0.847 -1.011 -3.400
H -0.218 -2.059 -2.500

No. 2
61
Properties=species:S:1:pos:R:3 method="wB97M-V/def2-TZVPD" e_homo_ev=-8.644 total_energy_ev=-52005.2272 smiles="O=S(=O)(F)B1OBOB(O)O1.COCCNCCOC.COCCNCCOC" lumo_ev=0.02
O 6.089 -0.331 4.869
S 5.712 -0.506 3.509
O 4.947 -1.627 3.080
F 4.885 0.780 3.091
B 7.204 -0.282 2.353
O 7.373 -1.200 1.366
B 8.119 -0.726 0.281
O 9.220 0.036 0.590
B 9.293 0.511 1.893
O 10.448 0.704 2.565
O 8.054 0.757 2.512
H 7.765 -0.898 -0.832
H 11.042 -0.044 2.596
C 0.133 1.591 0.668
O -0.062 0.423 -0.100
C -0.378 0.657 -1.468
C 0.736 0.174 -2.370
N 1.921 1.004 -2.220
C 3.104 0.514 -2.915
C 3.699 -0.812 -2.453
O 4.240 -0.771 -1.146
C 3.333 -1.057 -0.094
H 0.276 1.276 1.700
H 1.012 2.160 0.346
H -0.739 2.253 0.620
H -0.569 1.721 -1.640
H -1.291 0.099 -1.695
H 0.397 0.225 -3.410
H 0.917 -0.884 -2.134
H 2.132 1.095 -1.234
H 3.882 1.276 -2.821
H 2.868 0.431 -3.981
H 4.531 -1.051 -3.120
H 2.977 -1.635 -2.533
H 2.564 -1.769 -0.408
H 2.842 -0.154 0.281
H 3.908 -1.496 0.720
C -3.851 1.509 -1.101
O -4.126 0.125 -1.080
C -3.786 -0.519 0.146
C -5.027 -1.018 0.851
N -5.834 0.093 1.328
C -7.132 -0.282 1.873
C -8.147 -0.907 0.923
O -8.607 -0.025 -0.084
C -7.839 0.009 -1.270
H -4.040 1.865 -2.113
H -4.480 2.077 -0.405
H -2.806 1.700 -0.845
H -3.227 0.166 0.791
H -3.137 -1.367 -0.088
H -4.723 -1.629 1.707
H -5.565 -1.675 0.152
H -5.971 0.747 0.568
H -7.585 0.617 2.298
H -6.968 -0.978 2.704
H -9.027 -1.179 1.512
H -7.767 -1.830 0.467
H -7.380 -0.963 -1.478
H -7.046 0.762 -1.235
H -8.512 0.260 -2.089

No. 3
71
Properties=species:S:1:pos:R:3 method="wB97M-V/def2-TZVPD" e_homo_ev=-10.723 total_energy_ev=-81903.2715 smiles="O=COCCCCP(O)(F)(Cl)CB(O)O.C[N+](=O)[O-].C[N+](=O)[O-].C[N+](=O)[O-].C[N+](=O)[O-].C[N+](=O)[O-].C[N+](=O)[O-]" lumo_ev=-0.66
O 4.330 0.206 2.413
C 5.257 0.550 1.766
O 5.750 -0.076 0.704
C 4.763 -0.402 -0.292
C 3.828 0.751 -0.671
C 2.379 0.523 -0.247
C 1.487 1.526 -1.001
P 0.058 2.118 -0.023
O -0.388 3.683 -0.166
F 1.097 2.618 1.176
Cl -1.359 1.644 -1.602
C -0.835 1.094 1.195
B -0.957 -0.443 0.825
O -0.058 -1.314 1.426
O -1.930 -0.960 -0.012
H 5.796 1.449 2.082
H 4.183 -1.281 -0.030
H 5.311 -0.689 -1.178
H 4.161 1.729 -0.330
H 3.811 0.803 -1.750
H 2.073 -0.466 -0.566
H 2.260 0.561 0.831
H 1.124 1.111 -1.929
H 2.072 2.395 -1.290
H -0.350 3.889 -1.113
H -0.300 1.155 2.133
H -1.797 1.572 1.354
H 0.688 -1.482 0.831
H -1.546 -1.033 -0.899
C 2.623 -2.215 -4.561
N 2.846 -1.093 -3.609
O 2.862 0.034 -4.055
O 2.999 -1.384 -2.434
H 2.506 -1.804 -5.556
H 3.491 -2.866 -4.506
H 1.725 -2.737 -4.245
C -2.172 5.839 -3.419
N -1.348 4.915 -4.247
O -0.139 4.961 -4.110
O -1.945 4.176 -4.999
H -1.508 6.434 -2.801
H -2.739 6.468 -4.098
H -2.832 5.229 -2.809
C -4.373 -2.904 1.265
N -5.375 -3.466 0.320
O -6.484 -2.972 0.309
O -5.009 -4.388 -0.382
H -4.835 -2.096 1.820
H -4.065 -3.706 1.930
H -3.536 -2.541 0.676
C -1.855 1.921 5.246
N -2.819 1.333 4.275
O -3.936 1.803 4.229
O -2.410 0.415 3.588
H -2.351 2.721 5.782
H -1.548 1.128 5.922
H -1.008 2.297 4.678
C -7.291 -3.915 -2.764
N -8.288 -4.479 -3.717
O -9.399 -3.987 -3.734
O -7.916 -5.400 -4.419
H -7.757 -3.109 -2.211
H -6.982 -4.712 -2.096
H -6.453 -3.552 -3.350
C 6.348 -1.256 4.358
N 6.995 -0.850 5.636
O 7.172 0.338 5.825
O 7.301 -1.740 6.403
H 6.113 -0.380 3.778
H 7.047 -1.902 3.834
H 5.436 -1.789 4.609

No. 4
55
Properties=species:S:1:pos:R:3 method="wB97M-V/def2-TZVPD" e_homo_ev=-12.190 relative_energy_ev=1.754 total_energy_ev=-35676.1864 lumo_ev=-1.79 charge=+1
C -19.550 -25.684 6.619
O -18.903 -26.410 5.646
C -19.790 -26.934 4.616
C -19.107 -27.297 3.257
N -18.375 -26.110 2.629
H -19.071 -25.475 2.264
H -17.958 -25.583 3.383
C -17.308 -26.413 1.571
C -17.858 -27.221 0.382
O -18.710 -26.353 -0.317
C -19.718 -26.844 -1.154
H -20.551 -25.958 6.953
H -19.705 -24.716 6.142
H -18.835 -25.493 7.419
H -20.545 -26.190 4.360
H -20.204 -27.824 5.090
H -19.912 -27.582 2.579
H -18.374 -28.073 3.477
H -16.341 -26.715 1.973
H -17.075 -25.374 1.340
H -18.449 -28.080 0.701
H -17.057 -27.311 -0.351
H -19.389 -27.422 -2.018
H -20.263 -25.988 -1.551
H -20.505 -27.328 -0.575
C -17.075 -19.768 1.304
O -18.510 -19.795 1.434
C -19.223 -18.709 0.921
C -20.626 -19.083 1.325
N -21.218 -20.316 0.686
H -21.584 -20.168 -0.244
H -20.463 -20.986 0.660
C -22.450 -20.993 1.266
C -23.730 -20.834 0.299
O -23.285 -21.010 -1.047
C -24.321 -20.571 -1.891
H -17.033 -20.021 0.245
H -16.507 -20.407 1.980
H -16.619 -18.794 1.479
H -19.087 -18.488 -0.138
H -18.897 -17.791 1.411
H -21.279 -18.317 0.908
H -20.664 -19.299 2.393
H -22.638 -20.641 2.280
H -22.251 -22.063 1.328
H -24.041 -19.791 0.353
H -24.639 -21.392 0.523
H -23.820 -20.537 -2.859
H -24.619 -19.528 -1.786
H -25.212 -21.176 -2.056
B -20.126 -23.440 2.482
F -20.810 -24.706 2.482
F -20.976 -22.554 3.171
F -18.887 -23.394 3.037
F -19.982 -23.125 1.130